The following is a quantum chemistry calculation of a structure of composition C32H45N4OPdS2, from OMol25.

Last column: Löwdin charge in e.
CARTESIAN COORDINATES (ANGSTROEM)
1 Pd 0.046 0.125 -1.395  0.89
2 C -5.992 -1.583 -1.950  -0.05
3 C -5.277 -1.938 -0.656  -0.15
4 N -3.820 -2.180 -0.847  -0.09
5 C -3.357 -3.579 -0.884  -0.22
6 C -3.518 -4.232 -2.248  -0.04
7 C -3.005 -1.169 -1.031  -0.58
8 S -1.326 -1.687 -1.337  0.94
9 N -3.481 0.066 -0.977  0.14
10 C -2.810 1.163 -1.257  -0.38
11 O -1.572 1.223 -1.654  -0.18
12 C -3.481 2.456 -1.168  -0.15
13 C -2.758 3.653 -1.255  -0.01
14 C -3.421 4.860 -1.167  -0.04
15 C -4.803 4.883 -1.002  -0.01
16 C -5.528 3.699 -0.918  -0.03
17 C -4.874 2.485 -0.999  0.01
18 H -7.051 -1.441 -1.738  0.10
19 H -5.907 -2.377 -2.690  0.08
20 H -5.606 -0.657 -2.375  0.07
21 H -5.662 -2.864 -0.234  0.13
22 H -5.382 -1.153 0.090  0.13
23 H -3.924 -4.113 -0.124  0.14
24 H -2.312 -3.599 -0.543  0.08
25 H -4.566 -4.281 -2.538  0.08
26 H -3.139 -5.252 -2.205  0.10
27 H -2.969 -3.698 -3.025  0.07
28 H -1.684 3.638 -1.378  0.11
29 H -2.868 5.787 -1.226  0.12
30 H -5.319 5.832 -0.937  0.13
31 H -6.601 3.727 -0.788  0.12
32 H -5.428 1.560 -0.938  0.11
33 C 1.667 1.509 5.196  -0.02
34 C 0.736 0.320 4.896  -0.55
35 C -0.565 0.484 5.681  -0.05
36 C 1.420 -0.993 5.314  -0.02
37 C 0.492 0.288 3.402  -0.10
38 C -0.766 0.456 2.824  0.06
39 C -0.912 0.422 1.454  -0.06
40 N 0.129 0.244 0.633  -0.05
41 C 1.368 0.070 1.155  -0.16
42 C 1.561 0.090 2.517  0.08
43 C 2.441 -0.155 0.162  -0.16
44 C 3.771 -0.264 0.502  0.09
45 C 4.755 -0.483 -0.468  -0.09
46 C 4.308 -0.576 -1.789  0.04
47 C 2.974 -0.458 -2.086  -0.09
48 N 2.040 -0.237 -1.140  -0.04
49 C 6.225 -0.613 -0.135  -0.55
50 C 6.722 -1.972 -0.664  -0.02
51 C 6.974 0.527 -0.851  -0.01
52 C 6.488 -0.527 1.368  -0.05
53 H 1.835 1.562 6.271  0.11
54 H 1.226 2.454 4.877  0.10
55 H 2.642 1.400 4.718  0.09
56 H -0.339 0.488 6.747  0.10
57 H -1.260 -0.339 5.501  0.10
58 H -1.065 1.429 5.456  0.10
59 H 1.575 -0.981 6.393  0.10
60 H 2.400 -1.120 4.851  0.08
61 H 0.805 -1.861 5.074  0.10
62 H -1.644 0.616 3.431  0.13
63 H -1.883 0.563 1.000  0.11
64 H 2.556 -0.053 2.912  0.12
65 H 4.057 -0.179 1.539  0.11
66 H 5.001 -0.746 -2.601  0.14
67 H 2.628 -0.553 -3.104  0.08
68 H 6.637 -2.051 -1.748  0.09
69 H 6.181 -2.802 -0.208  0.10
70 H 7.777 -2.080 -0.412  0.11
71 H 6.860 0.478 -1.934  0.09
72 H 8.037 0.440 -0.628  0.11
73 H 6.636 1.506 -0.507  0.10
74 H 5.986 -1.325 1.921  0.10
75 H 6.195 0.440 1.784  0.10
76 H 7.556 -0.639 1.546  0.10
77 C -1.208 -0.554 -4.592  -0.29
78 S 0.220 0.100 -3.706  0.85
79 C 0.134 1.851 -4.138  -0.28
80 H -0.865 -0.723 -5.612  0.08
81 H -2.035 0.152 -4.574  0.07
82 H -1.492 -1.502 -4.146  0.02
83 H -0.888 2.218 -4.074  0.06
84 H 0.518 1.928 -5.155  0.08
85 H 0.783 2.403 -3.460  0.06

As for the LUMO energy: -11.99 eV. As for the spin multiplicity: 1. The energy relative to the best compared isomer or geometry (same formula, charge and spin) comes out at 0.000 eV. Its charge is +3. The total energy is -67047.88899 eV.

***

The following is a quantum chemistry calculation of an isolated molecule of C2H2P2S2, from OMol25.

Last column: natural (NBO) charge in e.
CARTESIAN COORDINATES (ANGSTROEM)
1 S 1.784 -0.247 -3.004  -0.41
2 P 1.132 0.151 -0.947  0.58
3 P 1.746 0.955 1.002  0.12
4 S -0.091 0.688 2.216  0.12
5 C -0.990 -0.082 0.906  -0.34
6 C -0.519 -0.443 -0.320  -0.58
7 H -2.017 -0.167 1.364  0.25
8 H -1.045 -0.855 -1.216  0.27

As for the LUMO energy: -1.40 eV. As for the spin multiplicity: 1. The energy relative to the best compared isomer or geometry (same formula, charge and spin) comes out at 1.849 eV. The total energy is -42352.57376 eV. As for the structure (SMILES): S=P1=PSC=C1.

***

The following is a quantum chemistry calculation of a structure of composition C22H15ClN3O2V, from OMol25.

Last column: natural (NBO) charge in e.
CARTESIAN COORDINATES (ANGSTROEM)
1 V 0.289 -0.119 -0.565  1.59
2 C -0.713 -4.241 0.367  -0.21
3 C 0.470 -4.693 0.926  -0.08
4 C 1.516 -3.799 1.127  -0.19
5 C 1.348 -2.480 0.764  0.18
6 N 0.188 -2.040 0.211  -0.53
7 C -0.813 -2.907 0.019  0.10
8 C 2.377 -1.429 0.952  0.22
9 C 3.640 -1.583 1.493  -0.19
10 C 4.450 -0.458 1.591  -0.08
11 C 4.000 0.788 1.171  -0.21
12 C 2.726 0.874 0.639  0.29
13 N 1.970 -0.224 0.542  -0.52
14 C 2.042 2.091 0.143  0.16
15 C 2.602 3.351 0.156  -0.19
16 C 1.854 4.426 -0.314  -0.08
17 C 0.570 4.209 -0.783  -0.21
18 C 0.072 2.920 -0.775  0.10
19 N 0.784 1.880 -0.323  -0.53
20 H -1.549 -4.904 0.195  0.27
21 H 0.583 -5.731 1.206  0.26
22 H 2.446 -4.134 1.563  0.25
23 H -1.716 -2.515 -0.434  0.23
24 H 3.998 -2.544 1.832  0.25
25 H 5.445 -0.553 2.006  0.26
26 H 4.635 1.657 1.261  0.25
27 H 3.605 3.502 0.527  0.25
28 H 2.277 5.422 -0.309  0.26
29 H -0.041 5.018 -1.156  0.27
30 H -0.922 2.703 -1.146  0.23
31 Cl 0.893 -1.356 -8.866  0.09
32 C 1.007 -1.140 -7.168  0.02
33 C 2.251 -1.246 -6.551  -0.25
34 C 2.340 -1.071 -5.187  -0.07
35 C 1.190 -0.791 -4.440  -0.26
36 C -0.052 -0.688 -5.072  -0.13
37 C -0.144 -0.862 -6.437  -0.23
38 C 1.345 -0.617 -3.006  0.79
39 O 2.350 -0.679 -2.339  -0.59
40 O 0.155 -0.338 -2.311  -0.70
41 H 3.128 -1.463 -7.143  0.25
42 H 3.295 -1.149 -4.687  0.23
43 H -0.942 -0.472 -4.499  0.23
44 H -1.095 -0.786 -6.945  0.25

As for the LUMO energy (alpha / beta): -7.75 / -7.56 eV. As for the spin multiplicity: 3. The energy relative to the best compared isomer or geometry (same formula, charge and spin) comes out at 0.000 eV. Its charge is +2. The total energy is -69821.14186 eV.

***

The following is a quantum chemistry calculation of a structure of composition C25H23HfN7O5S4, from OMol25.

Last column: natural (NBO) charge in e.
CARTESIAN COORDINATES (ANGSTROEM)
1 Hf -0.715 0.501 0.107  2.22
2 N 0.612 6.856 4.202  -0.79
3 C 0.432 5.510 3.929  0.18
4 C 1.349 4.565 4.399  -0.28
5 C 1.147 3.218 4.173  -0.13
6 C 0.023 2.807 3.464  -0.41
7 C -0.905 3.732 2.997  -0.17
8 C -0.699 5.077 3.232  -0.23
9 S -0.177 1.114 3.081  2.37
10 O -1.503 0.952 2.467  -0.96
11 O 0.172 0.316 4.211  -0.90
12 N 0.702 0.841 1.771  -1.07
13 C 2.039 0.903 1.510  0.58
14 N 2.261 0.802 0.187  -0.48
15 C 3.523 0.713 -0.198  0.11
16 C 4.575 0.786 0.705  -0.35
17 C 4.227 0.968 2.032  0.10
18 N 2.966 1.019 2.456  -0.48
19 H 1.547 7.154 4.421  0.38
20 H 0.102 7.503 3.625  0.38
21 H 2.218 4.896 4.956  0.21
22 H 1.854 2.482 4.531  0.25
23 H -1.781 3.393 2.457  0.26
24 H -1.423 5.801 2.876  0.21
25 H 3.695 0.595 -1.262  0.20
26 H 5.605 0.718 0.388  0.23
27 H 4.988 1.070 2.799  0.20
28 S -1.655 -0.066 -4.452  0.42
29 C -0.037 0.485 -4.406  -0.41
30 C 0.398 0.684 -3.130  -0.23
31 C -0.603 0.462 -2.137  -0.53
32 C -1.772 0.068 -2.735  -0.27
33 C -2.962 -0.314 -1.978  0.24
34 C -4.217 -0.538 -2.529  -0.24
35 C -5.258 -0.894 -1.694  -0.13
36 C -5.035 -1.011 -0.328  -0.27
37 C -3.767 -0.750 0.152  0.10
38 N -2.760 -0.399 -0.650  -0.55
39 H 0.516 0.602 -5.325  0.23
40 H 1.406 1.010 -2.907  0.21
41 H -4.361 -0.435 -3.595  0.23
42 H -6.244 -1.075 -2.103  0.22
43 H -5.825 -1.293 0.353  0.23
44 H -3.532 -0.815 1.206  0.23
45 C -0.360 7.008 -0.349  -0.66
46 C -0.189 5.522 -0.278  0.31
47 C 1.073 4.932 -0.226  -0.35
48 C 1.124 3.559 -0.187  0.12
49 N 0.021 2.808 -0.191  -0.61
50 C -1.162 3.462 -0.229  0.30
51 S -2.521 2.418 -0.163  -0.20
52 N -1.296 4.791 -0.279  -0.50
53 H 0.457 7.529 0.149  0.21
54 H -1.314 7.291 0.092  0.24
55 H -0.372 7.321 -1.395  0.24
56 H 1.979 5.522 -0.215  0.22
57 H 2.067 3.035 -0.156  0.21
58 C 0.578 -3.389 1.539  -0.88
59 S -0.242 -2.408 0.328  2.40
60 O -0.917 -3.289 -0.572  -0.92
61 O 0.759 -1.468 -0.247  -0.98
62 O -1.128 -1.483 1.112  -1.03
63 H 1.269 -4.045 1.014  0.25
64 H -0.186 -3.968 2.053  0.25
65 H 1.098 -2.729 2.229  0.25

As for the LUMO energy: -0.03 eV. As for the spin multiplicity: 1. The energy relative to the best compared isomer or geometry (same formula, charge and spin) comes out at 0.042 eV. The total energy is -91619.52960 eV.

***

The following is a quantum chemistry calculation of a cluster of 10 separate species, C11H42N6O14 in total, from OMol25.

Last column: Löwdin charge in e.
CARTESIAN COORDINATES (ANGSTROEM)
1 N -10.960 11.178 16.763  0.15
2 C -10.914 11.584 18.078  -0.60
3 N -10.287 12.784 18.267  0.16
4 O -11.363 10.847 18.964  -0.01
5 H -11.480 10.349 16.552  0.10
6 H -10.708 11.871 16.086  0.09
7 H -9.516 12.852 17.627  0.11
8 H -10.399 13.327 19.106  -0.02
9 N -5.509 8.874 24.314  0.16
10 C -4.705 9.893 23.872  -0.63
11 N -3.370 9.665 24.008  0.16
12 O -5.202 10.924 23.409  -0.01
13 H -5.001 8.123 24.747  0.09
14 H -6.503 8.885 24.232  0.11
15 H -2.726 10.363 23.682  0.11
16 H -3.034 8.720 24.020  0.10
17 N -6.875 13.845 21.693  0.20
18 C -7.749 12.869 21.362  -0.59
19 N -7.460 11.654 21.912  0.20
20 O -8.698 13.007 20.562  -0.03
21 H -6.032 13.587 22.168  0.09
22 H -7.275 14.775 21.717  0.07
23 H -8.002 10.840 21.666  0.07
24 H -6.679 11.575 22.556  0.04
25 O -5.016 14.189 18.899  -0.07
26 C -3.808 13.447 18.945  -0.25
27 C -3.934 12.151 19.713  -0.25
28 O -4.892 11.295 19.104  -0.06
29 H -5.713 13.597 18.590  0.08
30 H -3.481 13.244 17.918  0.12
31 H -3.061 14.098 19.396  0.11
32 H -4.245 12.409 20.735  0.10
33 H -2.973 11.630 19.801  0.12
34 H -4.840 10.443 19.543  0.08
35 O -9.109 13.969 25.869  -0.06
36 C -8.951 13.569 24.515  -0.24
37 C -10.293 13.556 23.802  -0.24
38 O -10.688 14.868 23.465  -0.06
39 H -9.531 13.305 26.415  0.08
40 H -8.313 14.287 24.005  0.09
41 H -8.393 12.629 24.488  0.11
42 H -11.033 13.050 24.438  0.12
43 H -10.310 12.909 22.921  0.11
44 H -11.098 15.295 24.223  0.10
45 O -8.584 15.056 18.717  -0.10
46 C -9.113 16.389 18.742  -0.21
47 C -10.463 16.393 18.027  -0.25
48 O -11.608 16.184 18.841  -0.08
49 H -8.665 14.588 19.568  0.03
50 H -9.164 16.766 19.767  0.11
51 H -8.380 17.022 18.234  0.11
52 H -10.474 15.608 17.268  0.11
53 H -10.518 17.352 17.501  0.11
54 H -11.465 15.319 19.273  0.04
55 O -9.554 9.909 20.851  -0.11
56 C -8.846 9.039 19.984  -0.26
57 C -9.695 7.866 19.540  -0.26
58 O -8.849 7.046 18.755  -0.06
59 H -10.199 10.401 20.297  0.05
60 H -8.400 9.568 19.134  0.13
61 H -7.995 8.650 20.556  0.12
62 H -10.567 8.266 19.010  0.11
63 H -10.128 7.393 20.428  0.12
64 H -9.280 6.230 18.491  0.08
65 O -3.767 15.384 22.055  -0.06
66 H -4.522 15.308 22.648  0.02
67 H -4.124 15.800 21.259  0.04
68 O -8.168 16.422 22.445  -0.06
69 H -9.000 15.937 22.600  0.02
70 H -8.387 17.344 22.613  0.06
71 O -11.261 13.761 20.274  -0.05
72 H -11.803 13.086 20.696  0.09
73 H -10.335 13.423 20.328  0.01

As for the LUMO energy: 0.14 eV. As for the spin multiplicity: 1. The energy relative to the best compared isomer or geometry (same formula, charge and spin) comes out at 0.000 eV. The total energy is -49694.81073 eV. As for the structure (SMILES): NC(N)=O.NC(N)=O.NC(N)=O.OCCO.OCCO.OCCO.OCCO.O.O.O.

***

The following is a quantum chemistry calculation of the ion C5H13N2 with charge +1, from OMol25.

Last column: natural (NBO) charge in e.
CARTESIAN COORDINATES (ANGSTROEM)
1 C -1.275 -1.327 1.412  -0.42
2 N -1.152 0.083 0.938  -0.68
3 C -1.495 0.386 -0.419  -0.02
4 C -0.778 0.767 -1.430  -0.20
5 C 0.737 0.913 -1.524  -0.46
6 C 1.517 -0.185 -0.762  -0.22
7 N 1.570 0.058 0.731  -0.73
8 H -2.316 -1.608 1.549  0.22
9 H -0.883 -1.989 0.663  0.21
10 H -0.754 -1.364 2.362  0.20
11 H -1.775 0.585 1.550  0.40
12 H -2.561 0.549 -0.429  0.20
13 H -1.235 1.407 -2.177  0.24
14 H 1.213 1.840 -1.195  0.23
15 H 1.055 0.677 -2.547  0.26
16 H 1.122 -1.175 -0.957  0.23
17 H 2.550 -0.217 -1.061  0.23
18 H 0.575 0.362 0.981  0.46
19 H 2.134 0.882 0.879  0.42
20 H 1.751 -0.643 1.434  0.44

As for the LUMO energy: -3.06 eV. As for the spin multiplicity: 1. The energy relative to the best compared isomer or geometry (same formula, charge and spin) comes out at 2.457 eV. Its charge is +1. The total energy is -8368.35307 eV. As for the structure (SMILES): CN/C=C\CC[NH3+].

***

The following is a quantum chemistry calculation of a structure of composition C29H22Cl4N6O2SV, from OMol25.

Last column: natural (NBO) charge in e.
CARTESIAN COORDINATES (ANGSTROEM)
1 V 0.191 -0.058 0.077  1.15
2 Cl -0.886 1.971 1.396  0.06
3 C -2.024 1.667 2.759  -0.38
4 Cl -2.590 0.020 2.934  0.03
5 H -2.881 2.302 2.583  0.23
6 H -1.500 1.943 3.662  0.23
7 Cl -0.309 2.452 -4.136  0.01
8 C 1.128 2.241 -3.195  -0.13
9 C 2.352 2.737 -3.682  -0.20
10 C 3.495 2.598 -2.960  -0.07
11 Cl 4.995 3.205 -3.603  0.00
12 C 3.476 1.976 -1.690  -0.04
13 C 4.591 1.809 -0.841  -0.12
14 C 4.421 1.209 0.373  -0.26
15 C 3.147 0.753 0.760  0.09
16 N 2.090 0.870 -0.006  -0.45
17 C 2.244 1.483 -1.221  0.09
18 C 1.048 1.575 -1.994  0.38
19 O -0.026 1.015 -1.497  -0.76
20 H 2.379 3.232 -4.644  0.24
21 H 5.564 2.159 -1.159  0.23
22 H 5.254 1.068 1.049  0.23
23 H 3.013 0.285 1.726  0.22
24 O 0.405 -0.613 1.877  -0.54
25 N 1.323 -1.080 2.717  -0.03
26 C 1.455 -0.489 3.962  -0.06
27 C 2.413 -0.927 4.827  -0.23
28 C 3.278 -1.984 4.475  -0.31
29 C 3.115 -2.564 3.203  -0.21
30 C 2.155 -2.123 2.341  -0.08
31 H 0.775 0.325 4.157  0.21
32 H 2.492 -0.444 5.792  0.22
33 H 4.045 -2.330 5.153  0.22
34 H 3.751 -3.380 2.882  0.23
35 H 1.989 -2.514 1.351  0.24
36 N 0.952 -1.585 -0.764  -0.66
37 C 1.112 -2.637 -1.261  0.65
38 N 1.374 -3.780 -1.716  -0.67
39 C 0.854 -4.475 -2.706  0.44
40 N 0.435 -5.146 -3.554  -0.45
41 N -1.720 -0.704 -0.424  -1.11
42 S -2.597 0.466 -1.067  1.13
43 C -2.899 0.060 -2.787  -0.16
44 C -1.966 -0.733 -3.431  -0.23
45 C -2.141 -1.024 -4.778  -0.18
46 C -3.228 -0.502 -5.465  -0.20
47 C -4.149 0.310 -4.809  -0.21
48 C -3.990 0.597 -3.462  -0.23
49 C -4.268 0.233 -0.448  -0.15
50 C -4.846 1.284 0.245  -0.23
51 C -6.099 1.117 0.827  -0.21
52 C -6.755 -0.099 0.710  -0.19
53 C -6.169 -1.148 0.005  -0.19
54 C -4.922 -0.985 -0.576  -0.23
55 H -2.017 -1.631 -0.703  0.38
56 H -1.109 -1.110 -2.884  0.25
57 H -1.422 -1.651 -5.290  0.23
58 H -3.359 -0.724 -6.516  0.22
59 H -4.997 0.716 -5.347  0.22
60 H -4.707 1.225 -2.946  0.22
61 H -4.323 2.233 0.315  0.22
62 H -6.556 1.935 1.370  0.22
63 H -7.731 -0.232 1.161  0.22
64 H -6.687 -2.093 -0.096  0.22
65 H -4.465 -1.799 -1.129  0.23

As for the LUMO energy (alpha / beta): -0.26 / -0.39 eV. As for the spin multiplicity: 4. The energy relative to the best compared isomer or geometry (same formula, charge and spin) comes out at 1.160 eV. The total energy is -130077.01672 eV.

***

The following is a quantum chemistry calculation of a cluster of 3 separate species, C3H12NO3 in total, from OMol25.

Last column: natural (NBO) charge in e.
CARTESIAN COORDINATES (ANGSTROEM)
1 C -0.054 0.668 0.569  -0.15
2 O -0.944 -0.204 0.045  -0.31
3 C 1.367 0.338 -0.071  -0.06
4 C 2.295 1.421 0.611  -0.61
5 N 1.794 -0.963 0.361  -0.84
6 H 0.013 0.457 1.660  0.27
7 H -0.314 1.740 0.431  0.23
8 H 1.290 0.517 -1.156  0.19
9 H 1.918 2.380 0.268  0.20
10 H 2.260 1.353 1.688  0.21
11 H 3.315 1.348 0.226  0.22
12 H 0.988 -1.550 0.539  0.36
13 H 2.399 -1.365 -0.344  0.38
14 H -0.680 -0.825 -1.379  0.46
15 H -0.556 -2.198 -1.553  0.45
16 O -0.735 -1.462 -2.161  -0.93
17 H -3.384 0.764 0.018  0.46
18 H -2.264 0.058 0.768  0.46
19 O -3.192 0.394 0.905  -0.97

As for the LUMO energy (alpha / beta): 0.66 / -3.53 eV. As for the spin multiplicity: 2. The energy relative to the best compared isomer or geometry (same formula, charge and spin) comes out at 0.431 eV. The total energy is -10935.03623 eV.

***

- Which value of energy relative to the best compared isomer or geometry (same formula, charge and spin) does entry 4 give?
  0.042 eV